[1]
15
Properties=species:S:1:pos:R:3:nbo_charge:R:1 method="wB97M-V/def2-TZVPD" lumo_ev=0.84 charge=0 energy_ev=-21914.6014 homo_ev=-9.903 de_lowest_kj_mol=108.1 multiplicity=1
C -1.0670 -0.3186 0.3082 0.068
C -0.5054 1.0439 -0.1393 0.058
C 0.0298 0.3516 -1.3834 -0.434
C 0.2427 -0.7801 -0.3653 -0.086
C 1.2728 -0.1233 0.5691 -0.099
H -0.6939 0.0983 2.1275 0.479
H -1.9412 -0.6617 -0.2484 0.196
H -1.0752 1.9975 -0.1148 0.216
H -0.7567 0.1075 -2.1007 0.227
H 0.9187 0.7776 -1.8486 0.226
H 1.3726 -0.6456 1.5090 0.192
H 2.2508 -0.0333 0.1216 0.191
O -1.2835 -0.5368 1.6551 -0.691
O 0.6573 1.1681 0.7272 -0.530
Cl 0.5780 -2.4451 -0.8173 -0.013


[2]
13
Properties=species:S:1:pos:R:3:nbo_charge:R:1 method="wB97M-V/def2-TZVPD" lumo_ev=0.45 charge=0 energy_ev=-8011.0562 homo_ev=-10.009 de_lowest_kj_mol=400.9 smiles=C#CC(C)(C)F multiplicity=1
C -2.5494 -0.1259 -0.3596 -0.247
C -1.2234 -0.0491 -0.7072 -0.029
C 0.2270 -0.3191 -0.3906 0.277
C 1.0947 1.0386 -0.3514 -0.645
C 0.3547 -0.8226 1.0589 -0.632
F 0.9279 -1.2199 -1.2923 -0.367
H -3.6306 0.1335 -0.6419 0.261
H 0.8384 1.6890 0.5847 0.223
H 2.1466 0.8052 -0.2302 0.220
H 1.0168 1.8419 -1.2404 0.230
H 1.3844 -0.8053 0.9719 0.236
H -0.3256 -0.3467 1.6925 0.246
H -0.2615 -1.8194 0.9056 0.227